No. 1
This record from the OMol25 dataset describes a cluster of 2 separate species, C5H12O2 in total. The level of theory is the ωB97M-V functional and the def2-TZVPD basis.

Values from the calculation:
LUMO energy: 0.80 eV
energy above the lowest of the compared OMol25 structures with the same formula, charge and spin: 99.0 kcal/mol
total charge: 0
orbital gap: 0.341 Ha

Last column: Mulliken charge in e.
CARTESIAN COORDINATES (ANGSTROEM)
C -0.019 0.993 1.824  -0.811
O -0.487 0.214 0.738  -0.423
C 0.540 -0.241 -0.162  0.829
C 1.557 -1.137 0.556  -1.496
C -0.125 -0.983 -1.326  -1.453
C -2.141 0.749 -1.891  -0.424
O -1.451 1.745 -1.378  -0.274
H 0.541 0.406 2.565  0.302
H -0.901 1.412 2.315  0.278
H 0.624 1.818 1.478  0.354
H 1.068 0.650 -0.543  0.212
H 1.065 -2.006 1.011  0.328
H 2.096 -0.589 1.337  0.398
H 2.299 -1.493 -0.167  0.428
H -0.844 -1.713 -0.939  0.378
H 0.630 -1.508 -1.913  0.396
H -0.629 -0.348 -2.025  0.428
H -2.490 0.132 -1.009  0.172
H -1.307 1.679 -0.411  0.375


No. 2
This record from the OMol25 dataset describes a cluster of 4 separate species, C3H15N2O3 in total. The level of theory is the ωB97M-V functional and the def2-TZVPD basis.

Values from the calculation:
LUMO energy: -2.63 eV
energy above the lowest of the compared OMol25 structures with the same formula, charge and spin: 1.2 kcal/mol
total charge: +1
orbital gap: 0.431 Ha

Last column: Mulliken charge in e.
CARTESIAN COORDINATES (ANGSTROEM)
C -0.522 -0.735 -2.604  -0.913
C -1.383 -1.338 -1.499  -0.455
N -1.595 1.204 1.161  -0.236
C -1.257 0.179 0.417  0.227
N -1.914 -0.246 -0.630  -0.200
H -0.905 0.218 -2.938  0.351
H 0.456 -0.482 -2.178  0.178
H -0.400 -1.461 -3.401  0.348
H -2.282 -1.825 -1.880  0.335
H -0.885 -2.068 -0.881  0.322
H -2.482 1.677 1.099  0.210
H -0.951 1.356 1.964  0.275
H -0.379 -0.335 0.819  0.358
H -2.854 0.065 -0.825  0.235
H 2.091 0.062 0.860  0.395
H 1.950 -1.004 1.931  0.271
O 1.442 -0.305 1.500  -0.637
H 0.643 1.118 3.075  0.370
H 0.542 2.637 3.154  0.349
O 0.025 1.831 3.308  -0.739
H 3.772 -0.898 -0.557  0.328
H 3.434 0.340 -1.401  0.314
O 3.456 0.011 -0.492  -0.685


No. 3
This record from the OMol25 dataset describes a structure of composition C19H29Cl4NTa. The level of theory is the ωB97M-V functional and the def2-TZVPD basis.

Values from the calculation:
LUMO energy: 2.49 eV
total charge: -1
orbital gap: 0.259 Ha

Last column: Mulliken charge in e.
CARTESIAN COORDINATES (ANGSTROEM)
C 4.616 -1.706 0.611  -1.173
C 4.729 -0.198 0.371  -0.492
C 3.646 0.375 -0.561  -0.440
C 2.952 1.627 -0.001  -0.602
C 1.450 1.659 -0.267  -0.647
C 0.713 0.520 0.500  -0.815
Ta -0.452 -0.853 -0.916  0.898
C -2.150 -1.045 0.660  -1.028
N -2.983 0.193 0.607  -0.464
H 3.585 -2.052 0.590  0.320
H 5.178 -2.283 -0.118  0.313
H 5.021 -1.956 1.590  0.322
H 5.713 -0.005 -0.055  0.354
H 4.721 0.311 1.330  0.289
H 4.135 0.675 -1.484  0.415
H 2.914 -0.381 -0.824  0.194
H 3.404 2.515 -0.451  0.358
H 3.113 1.714 1.068  0.195
H 1.077 2.620 0.086  0.349
H 1.297 1.615 -1.345  0.287
H 1.452 -0.024 1.091  0.403
H 0.003 0.969 1.192  -0.120
H 0.346 -2.418 -0.251  -0.367
H -1.515 -1.944 -2.007  0.059
H -1.319 0.582 -1.714  -0.338
H 0.860 -0.774 -2.253  -0.212
H -2.736 -1.955 0.521  0.336
H -1.706 -1.085 1.655  0.224
H -3.802 0.074 1.195  0.201
H -3.287 0.368 -0.343  0.211
Cl 1.977 3.336 3.153  -0.170
C 1.389 2.137 4.247  0.440
C 2.101 1.778 5.383  0.286
Cl 3.607 2.534 5.780  -0.228
C 1.609 0.793 6.226  -0.416
C 0.411 0.164 5.933  -0.428
C -0.301 0.522 4.796  -0.595
C 0.187 1.508 3.957  -0.579
H 2.170 0.514 7.107  0.400
H 0.037 -0.611 6.588  0.359
H -1.231 0.027 4.555  0.380
H -0.354 1.778 3.062  0.553
Cl -2.386 -3.230 -4.786  -0.180
C -3.523 -1.952 -4.982  0.305
C -4.541 -1.743 -4.061  0.300
Cl -4.731 -2.766 -2.684  -0.188
C -5.430 -0.693 -4.240  -0.432
C -5.304 0.149 -5.331  -0.432
C -4.284 -0.056 -6.250  -0.428
C -3.397 -1.104 -6.073  -0.438
H -6.217 -0.534 -3.517  0.383
H -5.997 0.969 -5.460  0.351
H -4.174 0.604 -7.099  0.348
H -2.593 -1.262 -6.778  0.383